Computed, not measured: one molecule with the formula C4H8O2, with ωB97M-V/def2-TZVPD.

**LUMO energy**: 1.0 eV
**Relative energy (zero: lowest compared OMol25 entry of this formula, charge and spin)**: 14.72 kcal/mol
**Charge**: 0
**E_tot**: -8372.6434 eV
**SMILES**: CCCOC=O

The geometry in XYZ format:
```
14
Properties=species:S:1:pos:R:3:forces:R:3:lowdin_charge:R:1
C 1.02035 -1.11041 0.41438 -0.008 -0.074 -0.008 -0.095
C 1.06350 0.42251 0.49464 0.025 0.061 0.016 -0.223
C -0.04888 1.10200 -0.28690 0.209 0.080 -0.091 -0.185
O -1.34056 0.69888 0.21129 -0.091 -0.105 -0.032 -0.030
C -2.04080 -0.16525 -0.52854 0.014 -0.184 -0.308 -0.352
O -1.70818 -0.65268 -1.57850 -0.148 0.242 0.468 0.059
H 2.02837 -1.53528 0.40087 -0.142 0.062 0.061 0.070
H 0.49418 -1.53983 1.27277 0.030 0.062 -0.152 0.076
H 0.50513 -1.44683 -0.49129 0.139 0.052 0.099 0.067
H 2.00927 0.80253 0.08883 -0.133 -0.048 0.028 0.110
H 1.02062 0.75099 1.53988 0.025 -0.034 -0.147 0.109
H -0.01468 2.18790 -0.16273 -0.006 -0.153 -0.013 0.125
H 0.00812 0.85537 -1.35014 0.011 0.037 0.141 0.121
H -2.99642 -0.36989 -0.02457 0.076 0.002 -0.063 0.146
```
Forces are in eV/Å.

Computed, not measured: C28H28BF5N2O8RuSTe as an isolated structure, with ωB97M-V/def2-TZVPD.

**LUMO energy (alpha / beta)**: 1.4 / 1.1 eV
**Relative energy (zero: lowest compared OMol25 entry of this formula, charge and spin)**: 34.27 kcal/mol
**Charge**: -1
**E_tot**: -83833.5595 eV
**Spin multiplicity**: 2

The geometry in XYZ format:
```
75
Properties=species:S:1:pos:R:3:forces:R:3:lowdin_charge:R:1
Ru 0.06016 2.82755 -0.20686 -0.279 -0.230 0.063 1.513
C -1.05995 5.37941 -2.02754 -0.117 -0.024 0.000 -0.044
O -0.70044 3.98746 -1.91518 0.020 0.099 0.131 -0.194
C -0.85899 3.19723 -3.01537 0.000 0.043 -0.005 -0.204
C -1.52478 3.59878 -4.16247 -0.017 0.001 -0.033 -0.005
C -1.63861 2.71421 -5.22662 0.008 -0.006 0.018 -0.083
C -1.09765 1.43981 -5.14838 0.007 0.006 0.013 -0.090
C -0.43039 1.04339 -4.00026 -0.004 -0.018 -0.045 -0.008
C -0.29755 1.92302 -2.93933 0.039 -0.020 0.055 -0.152
N 0.36845 1.60502 -1.72428 -0.064 -0.045 -0.118 -0.093
N 0.99221 0.50262 -1.72226 0.005 -0.049 -0.009 0.128
C 1.54227 -0.02453 -0.61096 -0.002 -0.005 -0.024 -0.125
C 1.37603 0.45982 0.71780 -0.007 0.035 0.026 -0.286
O 0.72692 1.50299 1.06548 0.055 -0.143 0.027 -0.129
C 1.92035 -0.31518 1.80651 -0.019 0.029 0.006 0.019
C 2.56190 -1.47550 1.59522 0.014 -0.032 -0.022 -0.022
C 2.72539 -2.01607 0.27458 0.006 -0.013 0.019 -0.172
C 3.35531 -3.25543 0.07673 0.000 0.002 0.009 -0.048
C 3.49366 -3.78204 -1.18375 -0.002 0.000 -0.009 -0.097
C 3.00592 -3.06192 -2.28144 0.002 0.000 0.008 -0.087
C 2.39057 -1.84463 -2.10710 0.001 -0.002 -0.014 -0.025
C 2.22626 -1.29538 -0.82313 -0.013 0.021 0.001 -0.093
H -2.13637 5.45991 -2.16306 0.015 0.001 -0.022 0.092
H -0.50843 5.81503 -2.86120 0.023 -0.001 0.010 0.109
H -0.76954 5.83366 -1.09334 0.005 0.008 0.005 0.066
H -1.96386 4.58238 -4.22569 0.005 -0.002 0.004 0.108
H -2.16833 3.02696 -6.11705 0.000 -0.001 -0.001 0.101
H -1.20544 0.74965 -5.97446 0.001 -0.001 0.001 0.098
H -0.01513 0.05091 -3.90307 -0.001 0.003 -0.001 0.103
H 1.76594 0.09156 2.79716 0.008 -0.003 0.001 0.127
H 2.95953 -2.03808 2.43249 -0.001 0.002 0.003 0.111
H 3.72813 -3.79232 0.94216 0.001 0.000 -0.001 0.107
H 3.97666 -4.73967 -1.32958 0.000 0.000 0.002 0.095
H 3.11580 -3.46508 -3.28065 0.000 -0.001 0.000 0.098
H 2.02300 -1.29306 -2.96018 -0.001 0.001 0.005 0.098
C -0.51942 -5.78339 1.95423 -0.005 -0.003 -0.001 -0.074
C -0.74156 -4.43771 2.64494 0.007 0.007 -0.005 -0.559
C -1.88390 -4.60140 3.65601 -0.005 -0.001 0.006 -0.051
C 0.54933 -4.07166 3.39003 0.002 0.000 0.001 -0.047
C -1.08651 -3.32335 1.65456 -0.009 0.006 0.024 -0.176
C -1.13329 -3.53668 0.28154 0.002 0.017 -0.021 -0.032
C -1.42717 -2.51200 -0.62729 0.014 -0.025 0.009 0.020
C -1.67245 -1.26739 -0.11060 0.011 -0.010 0.060 -0.204
O -1.92687 -0.09682 -0.76095 -0.046 -0.040 0.001 0.198
B -1.98552 0.89740 0.24798 0.234 -0.217 -0.230 -0.882
O -1.85407 0.28485 1.51259 -0.076 0.115 -0.096 0.193
C -1.62895 -1.03500 1.26216 -0.032 -0.009 -0.039 -0.184
C -1.34604 -2.03574 2.15551 0.012 -0.012 -0.001 0.058
H -0.28078 -6.54067 2.70438 0.000 0.001 0.000 0.081
H 0.31138 -5.73922 1.24735 0.001 0.001 0.000 0.082
H -1.41189 -6.11188 1.41813 0.001 0.001 0.000 0.085
H -1.65019 -5.39861 4.36668 0.001 0.001 0.001 0.080
H -2.81474 -4.85564 3.14556 0.001 -0.002 0.001 0.090
H -2.05372 -3.68518 4.22222 -0.001 -0.001 -0.002 0.076
H 0.80006 -4.84454 4.12180 -0.002 -0.001 0.000 0.083
H 0.45224 -3.12176 3.91774 0.002 -0.001 -0.004 0.080
H 1.37762 -3.98068 2.68437 0.002 0.002 0.000 0.070
H -0.92508 -4.51879 -0.11792 -0.003 -0.002 -0.005 0.094
H -1.44036 -2.68975 -1.69446 -0.001 0.000 0.000 0.119
H -1.30823 -1.81261 3.21408 0.001 -0.007 0.000 0.127
F -4.34792 4.39934 2.78527 -0.268 0.364 -0.027 -0.533
Te -3.32287 3.63302 1.35314 0.823 -0.162 0.171 2.084
F -4.84894 3.83072 0.30222 -0.206 -0.111 -0.286 -0.437
F -0.45337 3.72040 1.47936 0.029 0.230 0.029 -0.558
F -2.82283 5.11124 0.13802 -0.049 0.073 0.240 -0.525
F -4.18059 1.91225 1.63569 -0.041 -0.203 0.074 -0.498
O -1.97502 2.20059 -0.05983 0.021 0.025 0.023 -0.217
C 2.63882 4.49155 1.78855 0.021 -0.006 0.020 -0.144
S 2.31276 4.70167 0.06552 -0.242 0.294 -0.151 0.429
O 3.43514 5.36275 -0.54362 0.238 -0.305 0.054 -0.317
O 2.10706 3.29007 -0.44537 -0.235 0.066 0.087 -0.435
O 1.04066 5.38951 -0.03940 0.105 0.267 -0.034 -0.365
H 3.59870 3.99291 1.90352 -0.016 -0.024 0.008 0.064
H 1.81840 3.90776 2.20323 -0.006 0.011 -0.001 0.044
H 2.66112 5.48196 2.23812 0.029 0.002 -0.007 0.066
```
Forces are in eV/Å.

Which of these has the lowest relative energy (zero: lowest compared OMol25 entry of this formula, charge and spin)?
C4H8O2